A molecular structure, C18H22Cl5N5O4S5Tm at a distorted geometry. Source: the OMol25 dataset; level of theory: ωB97M-V with the def2-TZVPD basis set.

Geometry (Å):
Tm -0.0191 -1.6724 0.3572
N 0.9630 0.7011 1.8153
C 1.2776 1.6300 0.7327
C 1.7359 3.0165 1.1806
C 2.0915 4.0012 0.0564
C 3.0779 3.4816 -0.9962
N 2.5267 2.4709 -1.8994
C 1.4275 2.6448 -2.6347
N 1.0297 3.8891 -2.9819
N 0.8045 1.5895 -3.1381
C 0.0984 1.5765 -0.2628
O -0.2944 2.6094 -0.8245
O -0.3240 0.4074 -0.4891
H 0.1343 0.9954 2.3220
H 1.7275 0.6357 2.4776
H 2.1114 1.1695 0.2041
H 2.6165 2.8629 1.8144
H 0.9621 3.4858 1.7954
H 2.5299 4.8935 0.5126
H 1.1606 4.2890 -0.4280
H 3.9362 3.0287 -0.4999
H 3.4524 4.3155 -1.5981
H 2.7372 1.4930 -1.7018
H 1.3893 4.6370 -2.4143
H 0.0382 3.9744 -3.1429
H 0.9741 0.6914 -2.6467
H -0.1170 1.7263 -3.5224
O -0.5413 -2.1390 -1.6483
N -1.3349 -1.3723 -2.3642
C -0.9440 -1.0278 -3.6016
C -1.7256 -0.2446 -4.4108
C -2.9656 0.1859 -3.9220
C -3.3521 -0.1712 -2.6564
C -2.5260 -0.9561 -1.8242
S -2.9008 -1.4061 -0.2403
H 0.0128 -1.4400 -3.8936
H -1.3788 0.0085 -5.4030
H -3.6130 0.7903 -4.5455
H -4.2945 0.1490 -2.2376
S 2.6443 -0.8287 -0.8530
S 3.5491 -2.5155 -1.6283
S 2.0030 -3.7965 -2.1068
S 1.1022 -4.2492 -0.3337
Cl -5.3307 -3.4580 5.3961
C -4.0076 -2.8010 4.4721
C -3.3615 -3.5966 3.5396
C -2.3204 -3.0484 2.8238
Cl -1.4718 -3.9526 1.6110
C -1.8625 -1.7196 2.9819
O -0.8767 -1.2611 2.2978
C -2.5651 -0.9729 3.9497
Cl -2.0736 0.6719 4.2088
C -3.6206 -1.4882 4.6782
H -3.6660 -4.6198 3.3714
H -4.1401 -0.8664 5.3934
Cl 2.1805 -4.7155 3.8051
C 2.8256 -3.7359 2.4765
Cl 1.9876 -2.1728 2.3699
H 2.6478 -4.2520 1.5361
H 3.8725 -3.5417 2.6708

Total charge = -1
Max |F| = 1.04 eV/Å
⟨S²⟩ = 2.0021
HOMO (spin up / spin down) = -3.924 / -3.921 eV
Spin multiplicity = 3
Total energy = -180990.63740 eV
Lowest unoccupied orbital energy (spin up / spin down) = 2.12 / 2.12 eV
Energy relative to the best compared isomer or geometry (same formula, charge and spin) = 0.0000 eV
Orbital gap (spin up / spin down) = 6.04 / 6.04 eV